No. 1
Formula: C4H6FO4S
Source: the OMol25 dataset
Level of theory: the ωB97M-V functional and the def2-TZVPD basis

E_LUMO (alpha / beta) = 3.66 / 3.58 eV
HOMO (alpha / beta) = -5.197 / -4.763 eV
charge = -1

Last column: natural (NBO) charge in e.
Element x y z (Å)
C (0.781935, 0.678486, -2.702197)  -0.548
C (-0.103169, 0.987573, -1.808454)  -0.087
C (0.659226, -1.328004, 0.783420)  -0.174
C (0.356052, 0.123046, 0.633539)  0.165
O (-2.092697, -0.396119, 1.334926)  -1.028
O (-1.523179, 1.962279, 1.047269)  -0.996
O (-0.583043, 0.686089, 2.922873)  -1.000
O (-0.419696, -2.145127, 0.459132)  -0.752
F (1.427812, 0.907763, 0.927273)  -0.361
S (-1.106180, 0.675030, 1.563635)  2.350
H (0.712748, 0.982250, -3.750110)  0.185
H (1.665050, 0.099960, -2.468027)  0.199
H (-1.024140, 1.512702, -1.726837)  0.193
H (0.955223, -1.473161, 1.845586)  0.177
H (1.513830, -1.627639, 0.158578)  0.173
H (-1.219771, -1.645127, 0.779393)  0.503

Atomic forces in eV per Å
0.379 -0.015 -0.626
0.330 -1.043 2.201
0.456 -0.491 0.003
-0.395 1.353 -1.149
0.140 0.319 -0.091
0.170 -0.171 -0.044
-0.104 0.027 -0.169
-0.394 -0.168 -0.128
-0.169 -0.341 -0.147
-0.142 0.289 0.279
-0.124 0.104 0.061
0.099 -0.146 0.138
-0.437 0.300 -0.039
0.056 0.149 -0.222
-0.061 0.251 0.093
0.197 -0.417 -0.161

No. 2
Formula: C32H96O16
Source: the OMol25 dataset
Level of theory: the ωB97M-V functional and the def2-TZVPD basis

E_LUMO = 0.10 eV
HOMO = -9.419 eV
charge = 0

Last column: Löwdin charge in e.
Element x y z (Å)
C (4.112897, -3.458770, -1.893134)  -0.084
C (5.402131, -3.065618, -2.563232)  -0.329
O (6.230057, -4.208550, -2.686597)  -0.071
H (4.218198, -3.728630, -0.842321)  0.063
H (3.783084, -4.359031, -2.411654)  0.082
H (3.268361, -2.780278, -2.013513)  0.060
H (5.903225, -2.316949, -1.949632)  0.105
H (5.210793, -2.608852, -3.534244)  0.101
H (6.559289, -4.437222, -1.814286)  0.084
C (-1.101742, -5.339025, -3.010955)  -0.073
C (-0.325533, -4.012792, -2.935744)  -0.292
O (0.092578, -3.903041, -1.593747)  -0.096
H (-2.080172, -5.176620, -2.558832)  0.070
H (-0.663412, -6.118824, -2.388161)  0.076
H (-1.159978, -5.821444, -3.986650)  0.069
H (-1.072376, -3.237874, -3.108456)  0.091
H (0.507219, -3.942264, -3.635490)  0.103
H (0.122870, -2.965295, -1.390492)  0.040
C (1.350817, 4.347430, -2.178220)  -0.062
C (2.153983, 3.953425, -0.978163)  -0.347
O (1.981175, 4.823584, 0.104656)  -0.062
H (1.483872, 5.388814, -2.471336)  0.083
H (0.301408, 4.339724, -1.883654)  0.051
H (1.479724, 3.676179, -3.027289)  0.062
H (3.210886, 4.000461, -1.240520)  0.103
H (2.030416, 2.923935, -0.642028)  0.086
H (2.017743, 4.206615, 0.839236)  0.035
C (3.993019, 0.563816, -0.227615)  -0.050
C (3.780408, 0.948765, -1.666980)  -0.303
O (2.475906, 0.609634, -2.067872)  -0.109
H (3.814341, -0.504470, -0.105368)  0.060
H (3.238116, 1.010811, 0.419240)  0.060
H (5.035045, 0.696356, 0.063449)  0.087
H (4.391408, 0.374994, -2.363814)  0.108
H (4.064147, 1.965144, -1.940039)  0.106
H (2.441308, 0.775983, -3.012716)  0.038
C (-3.690589, -1.866004, -2.350595)  -0.069
C (-3.849474, -0.401644, -2.727063)  -0.274
O (-3.943896, 0.269638, -1.478936)  -0.102
H (-3.516134, -2.459245, -3.248213)  0.075
H (-4.556152, -2.278754, -1.832382)  0.079
H (-2.815340, -2.065563, -1.732362)  0.061
H (-4.761158, -0.173166, -3.279087)  0.115
H (-3.044752, -0.067339, -3.381861)  0.089
H (-3.922214, 1.220116, -1.612030)  0.030
C (-0.890821, 1.983071, -3.851780)  -0.052
C (-1.672316, 1.940615, -5.211143)  -0.282
O (-1.303454, 3.076486, -6.011019)  -0.081
H (0.189045, 1.983847, -4.000075)  0.051
H (-1.164026, 1.175124, -3.173043)  0.053
H (-1.108936, 2.832224, -3.204126)  0.041
H (-2.742405, 2.041032, -5.029702)  0.094
H (-1.542719, 0.995116, -5.737763)  0.104
H (-2.022909, 3.110553, -6.645702)  0.075
C (-3.897321, 0.736669, 4.245476)  -0.054
C (-3.890262, 1.929772, 3.290602)  -0.297
O (-2.692676, 1.895528, 2.560973)  -0.121
H (-3.794872, -0.173731, 3.654908)  0.060
H (-4.865265, 0.680150, 4.743466)  0.075
H (-3.148887, 0.793175, 5.035883)  0.063
H (-3.941805, 2.867563, 3.843772)  0.101
H (-4.740456, 2.013716, 2.613677)  0.116
H (-2.795256, 1.067562, 2.086042)  0.032
C (2.599301, -3.082190, 1.547528)  -0.093
C (3.847712, -2.904963, 2.401936)  -0.292
O (3.722941, -3.865524, 3.442688)  -0.094
H (2.724156, -2.406200, 0.701614)  0.037
H (1.671246, -2.831481, 2.061297)  0.061
H (2.446977, -4.038066, 1.046326)  0.081
H (3.971477, -1.911539, 2.833080)  0.105
H (4.735471, -3.214606, 1.850480)  0.107
H (3.082571, -3.596971, 4.105551)  0.078
C (3.555231, 1.617837, 3.708094)  -0.072
C (3.113554, 3.000351, 3.305490)  -0.338
O (2.197466, 2.893298, 2.289588)  -0.092
H (2.691938, 1.026169, 4.012659)  0.062
H (4.119778, 1.736246, 4.632954)  0.075
H (4.146452, 1.123838, 2.937052)  0.067
H (3.960068, 3.569984, 2.922048)  0.119
H (2.776310, 3.527217, 4.198107)  0.107
H (1.316037, 2.836037, 2.665612)  0.026
C (-5.610616, -1.609048, 0.980334)  -0.072
C (-4.121053, -1.666325, 1.176916)  -0.297
O (-3.420457, -0.434146, 1.105205)  -0.110
H (-6.141634, -1.099252, 1.784219)  0.072
H (-6.055535, -2.603802, 0.955620)  0.081
H (-5.876159, -1.035497, 0.092287)  0.067
H (-3.584154, -2.268458, 0.443921)  0.101
H (-3.939696, -2.067802, 2.173925)  0.099
H (-3.306221, -0.245004, 0.170977)  0.038
C (0.247758, 0.535015, 0.556796)  -0.051
C (-0.249761, -0.658531, -0.287756)  -0.275
O (0.913868, -1.246397, -0.816405)  -0.099
H (0.832643, 0.287141, 1.442552)  0.075
H (-0.626026, 1.136510, 0.807419)  0.056
H (0.829324, 1.184801, -0.097160)  0.053
H (-0.933882, -0.292642, -1.053385)  0.097
H (-0.815899, -1.281584, 0.404627)  0.100
H (1.393979, -0.602954, -1.342782)  0.033
C (2.335862, -1.281470, -4.764683)  -0.074
C (2.512600, -0.093671, -5.699965)  -0.281
O (2.633561, 1.062971, -4.895609)  -0.093
H (2.046153, -2.191178, -5.290622)  0.080
H (1.469092, -1.164261, -4.114251)  0.071
H (3.218234, -1.483940, -4.157623)  0.060
H (1.603501, 0.018048, -6.290876)  0.113
H (3.386777, -0.251770, -6.331555)  0.115
H (2.429162, 1.826819, -5.439985)  0.099
C (-1.895188, -4.724272, 2.890471)  -0.078
C (-0.932290, -4.495468, 1.738938)  -0.313
O (-1.526374, -5.037452, 0.545514)  -0.086
H (-2.078276, -5.797689, 2.938988)  0.078
H (-2.802352, -4.129153, 2.785652)  0.054
H (-1.529119, -4.388368, 3.860650)  0.069
H (0.073714, -4.857289, 1.951399)  0.102
H (-0.777833, -3.428614, 1.577507)  0.086
H (-1.042605, -4.642464, -0.183556)  0.020
C (-2.143863, 3.226930, -0.578505)  -0.064
C (-3.143589, 3.957986, -1.506684)  -0.249
O (-4.106978, 2.938559, -1.748054)  -0.102
H (-1.565689, 2.418400, -1.025816)  0.053
H (-2.699589, 2.803882, 0.258333)  0.066
H (-1.403852, 3.962933, -0.264186)  0.073
H (-2.700829, 4.325425, -2.432452)  0.107
H (-3.636582, 4.801099, -1.022726)  0.113
H (-4.404692, 2.925475, -2.660629)  0.096
C (-0.281148, -0.443997, 4.197138)  -0.070
C (-0.084832, 0.277418, 5.521309)  -0.318
O (0.493143, -0.656088, 6.404530)  -0.082
H (-0.769794, 0.143594, 3.419923)  0.053
H (-0.906723, -1.320894, 4.363926)  0.074
H (0.643134, -0.873433, 3.810635)  0.065
H (-0.985557, 0.728371, 5.937780)  0.101
H (0.696810, 1.030214, 5.419133)  0.094
H (0.604609, -0.321117, 7.297258)  0.083
C (-1.312399, 5.041685, 3.504491)  -0.070
C (-0.184444, 4.250894, 4.125714)  -0.298
O (-0.154143, 3.101010, 3.334132)  -0.097
H (-1.012066, 5.137211, 2.461041)  0.084
H (-1.387036, 6.045046, 3.923753)  0.078
H (-2.297012, 4.575484, 3.540313)  0.066
H (-0.392571, 4.077964, 5.181596)  0.110
H (0.724447, 4.849215, 4.189069)  0.117
H (-1.054700, 2.797857, 3.197421)  0.057

Atomic forces in eV per Å
-0.861 -0.692 -0.470
-0.124 0.382 1.003
0.297 0.048 -0.603
0.135 0.176 0.028
-0.102 -0.235 0.072
0.204 0.448 0.203
0.200 0.295 -0.079
0.235 -0.373 -0.186
-0.021 -0.012 0.053
0.281 -0.300 0.167
-1.138 -1.116 0.202
0.106 -0.015 0.313
-0.201 -0.076 -0.342
0.457 0.230 0.191
-0.287 0.499 -0.234
0.243 0.358 -0.518
0.074 0.004 -0.035
0.680 0.519 0.324
-1.197 0.180 0.254
1.597 -0.046 -0.502
-0.642 0.187 0.177
0.592 -0.050 -0.070
-0.283 -0.309 -0.124
0.143 0.076 0.038
0.387 -0.046 -0.317
-0.560 -0.154 -0.293
0.017 0.199 1.016
-0.141 -0.655 -0.188
0.944 -0.698 -0.848
-1.047 0.446 0.306
-0.049 -0.230 -0.247
0.420 0.531 0.176
-0.174 0.513 0.260
0.814 -0.374 0.374
-0.448 0.457 0.526
-0.271 0.082 -0.521
0.044 -0.424 -0.948
-0.397 -0.477 0.814
0.533 -0.335 -0.127
-0.205 -0.139 -0.140
-0.072 0.208 -0.050
0.094 0.421 0.160
-0.276 -0.474 -0.201
0.465 0.145 0.302
-0.016 0.755 0.181
-0.481 -0.037 -0.497
0.355 0.797 1.589
-0.076 -0.750 0.164
-0.055 -0.207 -0.130
0.094 -0.564 -0.403
-0.168 0.487 -0.654
-0.213 -0.222 0.340
0.384 -0.066 -0.061
0.197 0.445 -0.383
-1.175 0.221 -0.213
-0.027 0.328 1.105
0.413 0.670 -0.157
0.212 -0.089 0.167
-0.137 -0.068 0.095
0.204 0.087 -0.322
0.306 0.101 0.197
-0.229 -0.633 -0.072
0.433 -0.649 -0.663
0.412 1.333 -1.216
-1.360 -1.642 0.307
0.898 -0.541 0.862
-0.505 0.361 -0.121
0.105 0.146 0.164
0.453 -0.369 0.552
-0.038 0.220 -0.337
0.076 0.286 -0.023
-0.086 0.243 -0.142
0.284 0.150 1.052
1.325 -0.413 0.323
-0.452 0.606 -1.618
-0.118 -0.183 -0.352
0.521 -0.293 -0.026
-0.126 -0.065 0.085
0.176 0.074 0.031
-0.468 0.201 0.003
-0.821 -0.179 0.069
-0.629 0.574 -0.243
0.747 -0.303 0.333
-0.108 0.637 0.846
0.328 0.138 0.324
0.182 -0.114 -0.276
0.041 -0.269 -0.278
-0.563 -0.772 0.106
0.267 -0.152 -0.015
-0.199 0.382 -0.585
-1.076 0.498 -0.821
1.089 1.814 1.443
-0.879 -1.983 -0.132
-0.135 -0.225 -0.133
-0.032 0.114 0.557
0.251 -0.029 0.065
-0.139 -0.031 -0.276
0.242 -0.764 -0.373
0.374 0.581 -0.246
-0.487 -0.358 -0.085
-0.635 -0.927 0.484
0.305 0.495 0.256
0.492 -0.051 -0.415
0.104 0.495 0.289
-0.028 0.070 -0.031
0.096 -0.161 -0.393
0.011 0.201 -0.150
0.080 0.197 0.077
0.288 0.107 0.106
-0.592 0.676 -0.252
0.248 -0.020 0.995
-0.412 0.094 0.136
-0.234 -0.407 -0.469
0.562 -0.156 -0.024
-0.027 -0.643 -0.079
-0.104 0.378 0.084
0.293 -0.030 -0.563
0.048 1.358 -0.244
0.813 -1.250 0.589
-0.902 -0.248 -0.754
-0.322 0.021 -0.474
0.169 0.261 0.157
0.048 -0.078 0.552
0.126 -0.120 -0.071
0.118 -0.011 0.214
-0.117 0.382 -0.099
-0.545 -0.463 0.166
1.209 0.236 -0.395
-0.072 -1.324 0.562
0.155 0.233 0.147
-0.269 -0.026 0.116
0.267 0.382 0.068
-0.205 -0.042 -0.172
-0.384 0.707 -0.407
-0.119 0.289 -0.125
0.422 1.409 -0.138
-1.804 0.929 0.605
1.497 -0.922 0.522
-0.317 0.216 -0.160
-0.142 0.083 0.041
0.149 -0.255 0.197
-0.177 -0.656 0.226
0.362 -0.433 -0.923
-0.498 -0.448 -0.276

No. 3
Formula: C5H5ClN2
Source: the OMol25 dataset
Level of theory: the ωB97M-V functional and the def2-TZVPD basis

E_LUMO = 0.37 eV
HOMO = -9.461 eV
charge = 0

Last column: natural (NBO) charge in e.
Element x y z (Å)
C (-1.474997, 1.098911, -0.109145)  -0.391
C (-0.322046, 0.127739, 0.021397)  -0.052
C (0.959674, 0.386146, -0.376940)  -0.212
C (1.921906, -0.600887, -0.139004)  0.004
C (-0.532653, -1.115767, 0.625166)  -0.001
H (-1.534355, 1.711627, 0.784677)  0.233
H (-2.403365, 0.547133, -0.203760)  0.228
H (1.239008, 1.313618, -0.889082)  0.237
H (2.955567, -0.453088, -0.447302)  0.206
H (-1.527342, -1.415125, 0.949974)  0.199
N (1.644656, -1.764045, 0.453194)  -0.208
N (0.410432, -2.017253, 0.844057)  -0.198
Cl (-1.336485, 2.180992, -1.513232)  -0.043

Atomic forces in eV per Å
0.295 -0.438 0.088
-0.406 -0.005 0.077
0.757 0.238 -0.333
-0.385 -0.127 0.085
-0.286 0.044 0.066
-0.010 0.169 0.017
-0.119 0.003 -0.060
-0.172 -0.367 0.255
-0.198 -0.121 0.115
0.098 0.075 -0.008
0.502 0.385 -0.184
-0.085 0.117 -0.145
0.010 0.025 0.028

We obtain max |F| values of 2.46, 2.56, 0.86 eV/A for the records listed above, in that order.
We obtain energy relative to the best compared isomer or geometry (same formula, charge and spin) values of 89.53, 56.88, 10.61 kcal/mol for the records listed above, in that order.
We obtain E values of -954.94997, -2480.46829, -763.19584 Ha for the records listed above, in that order.